(1)
{"formula": "C15H34N3O10S", "method": "ωB97M-V/def2-TZVPD", "spin_multiplicity": 1, "charge": 1, "de_lowest_kj_mol": 0.0, "elements": ["C", "C", "C", "O", "N", "C", "N", "N", "C", "C", "C", "C", "O", "S", "C", "O", "O", "H", "H", "H", "H", "H", "H", "H", "H", "H", "H", "H", "H", "H", "H", "H", "H", "H", "H", "H", "H", "H", "H", "C", "O", "C", "O", "O", "C", "H", "H", "H", "H", "H", "H", "C", "O", "C", "O", "O", "C", "H", "H", "H", "H", "H", "H"], "coordinates": [[4.4524, -2.3127, 1.2924], [5.3439, -1.3982, 0.4222], [4.8251, 0.0370, 0.3704], [4.1243, 0.3079, -0.8609], [2.7623, -0.0561, -0.7216], [2.0265, 1.1363, -0.5743], [2.5600, 2.2945, -1.0626], [0.8887, 1.0666, 0.0030], [0.3206, -0.1980, 0.5147], [0.7715, -0.4864, 1.9275], [0.3654, -1.8827, 2.4500], [-0.4845, -2.7222, 1.5334], [-1.7651, -2.1314, 1.3161], [2.2717, -0.7830, -2.2425], [3.7213, -1.4972, -2.9946], [1.3792, -1.8410, -1.9625], [1.7193, 0.2396, -3.0506], [5.0551, -2.7671, 2.0621], [3.9732, -3.0831, 0.7079], [3.6630, -1.7608, 1.7827], [6.3444, -1.3803, 0.8182], [5.4120, -1.7719, -0.5845], [4.2238, 0.2802, 1.2353], [5.6750, 0.7004, 0.3380], [3.1000, 2.7696, -0.3423], [1.7768, 2.9089, -1.2893], [0.3672, 1.9299, 0.0971], [-0.7500, -0.0881, 0.5191], [0.5369, -1.0007, -0.1670], [0.3010, 0.2511, 2.5654], [1.8334, -0.3300, 2.0578], [1.2706, -2.4481, 2.6201], [-0.1413, -1.7844, 3.3948], [-0.6336, -3.6772, 2.0259], [0.0244, -2.9598, 0.6065], [-2.0036, -2.3368, 0.4003], [4.5838, -0.8595, -2.9151], [3.8589, -2.4447, -2.5062], [3.4092, -1.6276, -4.0193], [-4.5184, -1.6178, 2.5450], [-5.2566, -2.7798, 2.9205], [-6.4210, -2.9175, 2.2801], [-6.8577, -2.1650, 1.4477], [-7.0077, -4.0284, 2.7195], [-8.2754, -4.3068, 2.1171], [-3.6027, -1.6224, 3.1247], [-4.2684, -1.6479, 1.4890], [-5.0828, -0.7146, 2.7744], [-8.1682, -4.4445, 1.0432], [-8.9830, -3.5071, 2.3250], [-8.6343, -5.2290, 2.5634], [0.9465, 4.3374, -3.6068], [0.3902, 5.0870, -2.5225], [-0.8447, 5.5613, -2.7591], [-1.4700, 5.4001, -3.7704], [-1.2422, 6.2277, -1.6785], [-2.5527, 6.8006, -1.7863], [1.9364, 4.0184, -3.2883], [0.3390, 3.4579, -3.8168], [1.0453, 4.9433, -4.5040], [-3.2992, 6.0241, -1.9377], [-2.5887, 7.5213, -2.5996], [-2.7465, 7.3088, -0.8470]], "lowdin_charge": [-0.069, -0.184, -0.161, -0.144, -0.087, -0.373, 0.203, 0.195, -0.133, -0.146, -0.145, -0.254, -0.069, 0.663, -0.074, -0.264, -0.248, 0.075, 0.071, 0.042, 0.109, 0.095, 0.115, 0.128, 0.144, 0.105, 0.192, 0.132, 0.080, 0.117, 0.087, 0.109, 0.118, 0.123, 0.115, 0.106, 0.072, 0.073, 0.088, -0.052, 0.009, -0.621, 0.123, 0.007, -0.035, 0.082, 0.081, 0.100, 0.097, 0.099, 0.094, -0.045, -0.021, -0.622, 0.143, 0.001, -0.027, 0.080, 0.100, 0.105, 0.099, 0.102, 0.095]}

(2)
{"formula": "C3H7N3O2", "method": "ωB97M-V/def2-TZVPD", "smiles": "CN[C@H]1CN=[N+]([O-])O1", "spin_multiplicity": 1, "de_lowest_kj_mol": 577.9, "elements": ["C", "N", "C", "C", "N", "N", "O", "O", "H", "H", "H", "H", "H", "H", "H"], "coordinates": [[1.6179, 0.3484, -1.5418], [0.5034, 0.8046, -0.7372], [0.2444, 0.0250, 0.4534], [-0.9512, 0.5520, 1.3549], [-1.9951, -0.4395, 1.3443], [-1.6566, -1.3696, 0.6407], [-2.1954, -2.3695, 0.3054], [-0.2275, -1.2497, 0.1137], [2.4336, 0.2802, -0.8236], [1.4711, -0.5080, -2.1530], [2.0327, 1.1988, -2.2367], [-0.3026, 0.5555, -1.3560], [1.1416, -0.0249, 1.1516], [-0.6685, 0.6683, 2.4661], [-1.4479, 1.5283, 1.0184]], "lowdin_charge": [-0.140, -0.077, -0.378, -0.111, 0.110, -0.318, 0.094, 0.007, 0.074, 0.063, 0.111, 0.131, 0.164, 0.134, 0.135]}

(3)
{"formula": "C3H7NO2", "method": "ωB97M-V/def2-TZVPD", "smiles": "C[C@@H](O)C(N)=O", "spin_multiplicity": 1, "de_lowest_kj_mol": 44.2, "elements": ["C", "C", "O", "C", "N", "O", "H", "H", "H", "H", "H", "H", "H"], "coordinates": [[-0.1440, -1.6494, 0.2636], [-0.0304, -0.1583, 0.5683], [1.2848, 0.2620, 0.9125], [-0.5916, 0.6797, -0.5956], [-0.0934, 1.9436, -0.6527], [-1.4153, 0.2276, -1.3721], [-1.1836, -1.9803, 0.3271], [0.4515, -2.2207, 0.9812], [0.1943, -1.8993, -0.7510], [-0.6131, 0.0888, 1.4650], [1.8895, -0.1001, 0.2539], [0.6221, 2.2384, -0.0083], [-0.3708, 2.5680, -1.3920]], "lowdin_charge": [-0.042, -0.354, -0.043, -0.502, 0.167, 0.052, 0.086, 0.082, 0.088, 0.154, 0.102, 0.097, 0.112]}

(4)
{"formula": "C6H16", "method": "ωB97M-V/def2-TZVPD", "smiles": "CCC.CCC", "spin_multiplicity": 1, "de_lowest_kj_mol": 56.0, "elements": ["C", "C", "C", "H", "H", "H", "H", "H", "H", "H", "H", "C", "C", "C", "H", "H", "H", "H", "H", "H", "H", "H"], "coordinates": [[-2.7828, -0.0476, -0.6154], [-1.8772, -0.2604, 0.5642], [-1.8899, 0.9950, 1.4433], [-2.3951, 0.7755, -1.2296], [-3.8199, 0.2658, -0.4801], [-2.8935, -0.9044, -1.2857], [-2.3470, -0.9972, 1.2552], [-0.8755, -0.6007, 0.3402], [-2.8862, 1.0642, 1.8616], [-1.1901, 0.9334, 2.2790], [-1.6703, 1.9037, 0.8897], [2.3410, -1.5033, -0.1757], [1.6713, -0.2586, -0.6370], [2.5509, 0.9914, -0.6039], [2.8607, -2.0589, -0.9654], [1.7073, -2.3071, 0.2333], [3.0265, -1.3035, 0.6637], [1.2045, -0.4045, -1.6333], [0.8200, -0.0423, 0.0094], [2.7113, 1.2975, 0.4329], [3.5150, 0.9654, -1.1030], [1.9839, 1.7865, -1.1017]], "lowdin_charge": [-0.139, -0.318, -0.130, 0.072, 0.072, 0.067, 0.109, 0.061, 0.067, 0.068, 0.067, -0.140, -0.339, -0.119, 0.072, 0.069, 0.077, 0.114, 0.063, 0.072, 0.067, 0.068]}

(5)
{"formula": "C10H18Cl8F3NO7S2", "method": "ωB97M-V/def2-TZVPD", "spin_multiplicity": 1, "elements": ["O", "N", "O", "C", "O", "S", "O", "O", "S", "O", "O", "C", "F", "F", "F", "H", "H", "Cl", "C", "C", "Cl", "H", "H", "H", "H", "Cl", "C", "C", "Cl", "H", "H", "H", "H", "Cl", "C", "C", "Cl", "H", "H", "H", "H", "Cl", "C", "C", "Cl", "H", "H", "H", "H"], "coordinates": [[2.0201, -2.0148, -0.0230], [1.0304, -1.4286, -0.1949], [1.3515, -0.1288, -0.7685], [0.5378, 0.1259, -1.8946], [0.2756, -1.1127, -2.5678], [-1.2178, -1.2083, -3.1950], [-1.0539, -2.0745, -4.3113], [-2.1046, -2.1994, -2.0880], [-2.8795, -1.3909, -0.9504], [-2.0633, -0.5047, -0.1958], [-3.5519, -2.3463, -0.1457], [-4.2392, -0.3719, -1.7311], [-5.4093, -0.9597, -1.5881], [-4.0218, -0.0927, -3.0128], [-4.2753, 0.7647, -1.0396], [1.1128, 0.8035, -2.5172], [-0.3854, 0.6429, -1.6206], [0.1866, -0.8138, 2.0182], [-0.1382, 0.8754, 2.4761], [-0.7082, 1.0119, 3.8636], [-2.3596, 0.3515, 3.9760], [-0.8116, 1.2943, 1.7302], [0.8124, 1.4045, 2.4164], [-0.7687, 2.0681, 4.1230], [-0.0953, 0.5095, 4.6077], [-1.5196, 3.6090, -0.9532], [-3.1359, 4.1438, -0.4179], [-3.0821, 4.9136, 0.8776], [-2.6252, 3.8697, 2.2447], [-3.7676, 3.2641, -0.3297], [-3.5377, 4.7790, -1.2058], [-4.0651, 5.3239, 1.1027], [-2.3707, 5.7341, 0.8271], [3.7996, -6.0643, 3.0824], [2.8252, -6.3711, 1.6214], [1.9522, -5.1967, 1.2604], [0.6480, -4.9373, 2.4460], [2.2354, -7.2679, 1.7935], [3.5243, -6.5694, 0.8104], [1.4741, -5.3770, 0.2987], [2.5268, -4.2778, 1.1897], [3.4001, 1.8030, -3.4144], [4.5107, 2.4178, -2.1625], [4.1983, 1.8843, -0.7866], [2.6644, 2.5153, -0.1356], [4.4689, 3.5037, -2.1860], [5.5120, 2.1056, -2.4541], [4.9818, 2.1919, -0.0961], [4.1383, 0.7978, -0.7794]], "lowdin_charge": [0.065, -0.156, -0.168, -0.282, -0.274, 0.978, -0.323, -0.390, 0.625, -0.262, -0.211, -0.659, 0.178, 0.137, 0.142, 0.071, 0.089, 0.712, -0.620, -0.662, 0.543, 0.047, 0.068, 0.059, 0.069, 0.548, -0.654, -0.655, 0.565, 0.054, 0.075, 0.074, 0.068, 0.533, -0.667, -0.676, 0.542, 0.066, 0.071, 0.074, 0.047, 0.578, -0.643, -0.640, 0.582, 0.068, 0.073, 0.073, 0.068]}

(6)
{"formula": "C4H8O2", "method": "ωB97M-V/def2-TZVPD", "spin_multiplicity": 1, "de_lowest_kj_mol": 504.1, "elements": ["O", "C", "C", "C", "O", "C", "H", "H", "H", "H", "H", "H", "H", "H"], "coordinates": [[-1.1641, 1.1824, 1.3157], [-0.6206, 0.0189, 0.8766], [-1.1061, -0.7148, -0.2467], [1.0809, -0.3311, -0.5371], [0.9863, -0.0839, -1.8428], [1.2260, 0.7130, 0.3691], [-1.8081, 1.4575, 0.6460], [-0.2194, -0.5571, 1.7067], [-1.6086, -0.1198, -1.0117], [-1.5746, -1.6595, 0.0016], [1.3029, -1.3474, -0.2266], [0.5305, -0.8404, -2.2499], [1.0912, 1.7202, -0.0062], [1.8753, 0.5677, 1.2221]], "lowdin_charge": [0.019, -0.356, -0.118, -0.308, 0.041, -0.046, 0.112, 0.133, 0.050, 0.039, 0.138, 0.121, 0.089, 0.084]}

(7)
{"formula": "H6N2P2", "method": "ωB97M-V/def2-TZVPD", "spin_multiplicity": 1, "de_lowest_kj_mol": 176.8, "elements": ["N", "N", "P", "P", "H", "H", "H", "H", "H", "H"], "coordinates": [[1.7476, 0.6839, 0.7583], [1.4826, -0.5935, 0.7772], [-1.2417, 0.1973, -1.9932], [1.4310, -1.7835, 1.9290], [2.0221, 0.8728, 1.8316], [1.0205, -0.9756, -0.0477], [0.1136, 0.6620, -1.9428], [-1.0414, 0.6286, -3.3322], [-1.6146, 1.5496, -2.0227], [1.8939, -0.8536, 2.7844]], "lowdin_charge": [-0.025, -0.610, 0.584, 0.736, 0.072, 0.018, -0.183, -0.185, -0.193, -0.214]}

(8)
{"formula": "C5H6O2", "method": "ωB97M-V/def2-TZVPD", "smiles": "C#CC(=O)[C@@H](C)O", "spin_multiplicity": 1, "de_lowest_kj_mol": 220.3, "elements": ["C", "C", "C", "O", "C", "C", "O", "H", "H", "H", "H", "H", "H"], "coordinates": [[2.7076, -1.1602, 0.2399], [1.7606, -0.6380, -0.2952], [0.5495, 0.0457, -0.7660], [0.4331, 0.4693, -1.8914], [-0.5080, 0.1738, 0.3361], [-1.8101, 0.7400, -0.1819], [-0.7608, -1.1018, 0.8929], [3.5659, -1.6150, 0.6839], [-0.0765, 0.8504, 1.0950], [-2.4832, 0.9450, 0.6544], [-2.2871, 0.0198, -0.8515], [-1.6282, 1.6640, -0.7356], [0.0767, -1.4668, 1.2124]], "lowdin_charge": [0.160, -0.027, -0.362, 0.126, -0.391, -0.035, -0.020, 0.042, 0.156, 0.086, 0.094, 0.087, 0.083]}

Number 1: electronic energy -51877.4481 eV. Number 2: electronic energy -11785.3240 eV. Number 3: electronic energy -8810.0713 eV. Number 4: electronic energy -6481.0770 eV. Number 5: electronic energy -156482.2852 eV. Number 6: electronic energy -8368.0566 eV. Number 7: electronic energy -21651.0356 eV. Number 8: electronic energy -9374.8120 eV.